# 1
The following is a quantum chemistry calculation of C31H31BCrN13O2 as an isolated structure, from OMol25.

Computed properties:
HOMO energy (spin up / spin down) ... -12.42 / -13.71 eV
Lowest unoccupied orbital energy (spin up / spin down) ... -6.73 / -9.16 eV
Frontier orbital gap (spin up / spin down) ... 5.693 / 4.556 eV
Spin multiplicity ... 6
⟨S²⟩ ... 8.844
Charge ... +2

Element x y z (Å)
Cr1 -0.04 -0.07 -0.31
C1 3.00 -1.87 -1.78
C2 2.92 -0.40 -1.50
C3 4.06 0.40 -1.52
C4 3.71 1.56 -0.86
N1 2.41 1.47 -0.51
N2 1.89 0.29 -0.97
B1 1.90 2.01 0.87
N3 0.52 2.64 0.67
C5 0.03 3.86 0.88
C6 -1.35 3.79 0.87
C7 -1.65 2.45 0.64
C8 -3.02 1.87 0.57
N4 -0.50 1.75 0.54
N5 1.66 0.73 1.81
C9 2.01 0.60 3.09
C10 1.66 -0.66 3.52
C11 1.06 -1.28 2.42
C12 0.65 -2.71 2.32
N6 1.03 -0.42 1.39
N7 2.92 2.93 1.46
C13 4.12 2.65 2.05
C14 4.88 3.78 2.02
C15 4.08 4.74 1.35
C16 4.42 6.16 1.03
N8 2.92 4.22 1.01
H1 3.90 -2.07 -2.35
H2 2.18 -2.34 -2.29
H3 3.12 -2.38 -0.82
H4 5.02 0.14 -1.91
H5 4.29 2.42 -0.58
H6 0.71 4.68 1.03
H7 -2.04 4.60 1.01
H8 -3.56 2.08 1.49
H9 -3.02 0.80 0.40
H10 -3.58 2.34 -0.25
H11 2.48 1.41 3.62
H12 1.84 -1.10 4.49
H13 1.47 -3.34 2.65
H14 0.40 -2.99 1.30
H15 -0.20 -2.93 2.97
H16 4.36 1.67 2.43
H17 5.87 3.91 2.43
H18 4.96 6.62 1.85
H19 3.51 6.73 0.85
H20 5.04 6.21 0.14
O1 -3.23 -6.67 -2.11
N9 -2.40 -5.92 -2.60
O2 -1.81 -6.11 -3.65
C17 -2.12 -4.72 -1.87
C18 -2.77 -4.62 -0.53
C19 -2.57 -3.50 0.26
C20 -3.21 -3.27 1.50
C21 -2.97 -2.11 2.19
C22 -2.10 -1.16 1.66
N10 -1.49 -1.35 0.48
C23 -1.69 -2.48 -0.19
C24 -1.00 -2.61 -1.49
N11 -0.17 -1.62 -1.79
C25 0.27 -1.51 -3.07
C26 -0.04 -2.45 -4.02
C27 -0.78 -3.57 -3.68
C28 -1.30 -3.68 -2.37
H21 -3.43 -5.42 -0.25
H22 -3.89 -4.02 1.89
H23 -3.45 -1.92 3.14
H24 -1.86 -0.25 2.19
H25 0.88 -0.65 -3.28
H26 0.33 -2.33 -5.03
H27 -0.99 -4.34 -4.41
N12 -0.97 1.76 -2.50
C29 -1.89 2.10 -3.41
C30 -2.93 1.20 -3.30
C31 -2.54 0.34 -2.27
N13 -1.36 0.69 -1.78
H28 -0.12 2.26 -2.25
H29 -1.74 2.95 -4.06
H30 -3.83 1.17 -3.88
H31 -3.07 -0.51 -1.86

Atom charges from the Mulliken analysis, given in e for atoms 1 to 4:
1. Cr -1.56
2. C -1.15
3. C 0.41
4. C -1.38

***

# 2
The following is a quantum chemistry calculation of C31H31BN5O2Se4Ti as an isolated structure in a non-equilibrium geometry, from OMol25.

Computed properties:
HOMO energy ... -10.23 eV
Lowest unoccupied orbital energy ... -4.50 eV
Frontier orbital gap ... 5.731 eV
Charge ... +1

Element x y z (Å)
Ti1 0.05 0.85 -1.01
C1 3.85 -1.17 2.13
Se1 2.40 -0.35 3.12
C2 1.74 -1.94 4.03
C3 0.93 -2.92 3.20
Se2 -0.76 -2.18 2.55
C4 -1.54 -3.88 2.03
H1 4.45 -1.76 2.82
H2 4.45 -0.36 1.72
H3 3.46 -1.77 1.32
H4 1.15 -1.57 4.87
H5 2.60 -2.45 4.45
H6 0.68 -3.79 3.81
H7 1.49 -3.26 2.32
H8 -1.74 -4.49 2.91
H9 -0.87 -4.40 1.35
H10 -2.47 -3.67 1.51
C5 -3.66 -1.65 -4.78
C6 -2.68 -0.69 -5.03
C7 -2.13 0.03 -3.98
C8 -2.58 -0.21 -2.69
C9 -3.56 -1.16 -2.43
C10 -4.09 -1.89 -3.48
N1 -2.01 0.49 -1.56
N2 -2.89 0.89 -0.76
C11 -2.40 1.28 0.51
C12 -3.33 1.76 1.41
C13 -2.91 1.94 2.72
C14 -1.61 1.60 3.07
C15 -0.74 1.15 2.08
N3 -1.12 1.02 0.81
H11 -4.08 -2.22 -5.60
H12 -2.36 -0.50 -6.04
H13 -1.39 0.79 -4.18
H14 -3.87 -1.35 -1.41
H15 -4.85 -2.63 -3.29
H16 -4.34 1.94 1.09
H17 -3.60 2.30 3.47
H18 -1.25 1.68 4.08
H19 0.28 0.87 2.30
Se3 -0.43 2.72 -2.85
Se4 2.74 1.21 -0.83
C16 2.48 0.24 -2.40
C17 3.46 -0.12 -3.33
C18 3.11 -0.98 -4.35
C19 1.81 -1.48 -4.43
C20 0.90 -1.07 -3.49
N4 1.22 -0.19 -2.53
C21 -0.05 3.67 -1.26
C22 -0.17 5.05 -1.10
C23 0.28 5.62 0.07
C24 0.84 4.81 1.06
C25 0.89 3.46 0.84
N5 0.44 2.90 -0.29
H20 4.46 0.26 -3.22
H21 3.86 -1.28 -5.08
H22 1.52 -2.19 -5.19
H23 -0.12 -1.43 -3.50
H24 -0.58 5.65 -1.90
H25 0.21 6.69 0.22
H26 1.23 5.23 1.98
H27 1.34 2.78 1.57
O1 1.44 -2.07 -0.22
B1 0.29 -1.31 -0.45
O2 -0.71 -2.12 -1.03
C26 -0.16 -3.38 -1.13
C27 -0.72 -4.53 -1.63
C28 0.07 -5.67 -1.60
C29 1.37 -5.64 -1.09
C30 1.93 -4.47 -0.59
C31 1.14 -3.34 -0.63
H28 -1.73 -4.54 -2.02
H29 -0.33 -6.60 -1.98
H30 1.95 -6.55 -1.08
H31 2.94 -4.44 -0.20

Atom charges from the Mulliken analysis, given in e for atoms 1 to 4:
1. Ti -0.75
2. C -0.75
3. Se 0.20
4. C -1.21

***

# 3
The following is a quantum chemistry calculation of C31H31BaCl3GeN3O10P2 as an isolated structure in a non-equilibrium geometry, from OMol25.

Computed properties:
HOMO energy ... -6.36 eV
Lowest unoccupied orbital energy ... 2.16 eV
Frontier orbital gap ... 8.517 eV
Charge ... -1

Element x y z (Å)
Ba1 -0.02 -0.53 -0.87
C1 -1.63 -3.27 1.95
C2 -0.25 -3.03 1.41
O1 -0.02 -3.04 0.19
N1 0.72 -2.80 2.31
C3 2.09 -2.44 1.95
C4 2.36 -0.99 2.25
C5 3.06 -0.64 3.40
C6 3.25 0.71 3.70
C7 2.72 1.65 2.84
C8 2.05 1.22 1.71
N2 1.88 -0.07 1.41
H1 -2.29 -3.55 1.13
H2 -2.01 -2.34 2.40
H3 -1.63 -4.05 2.70
H4 0.43 -2.62 3.26
H5 2.25 -2.65 0.89
H6 2.77 -3.06 2.53
H7 3.45 -1.41 4.05
H8 3.78 1.00 4.59
H9 2.81 2.71 3.04
H10 1.60 1.92 1.02
O2 -0.62 1.94 -0.01
P1 -1.78 1.46 0.89
O3 -2.18 2.33 2.01
O4 -1.65 -0.05 1.19
O5 -3.03 1.43 -0.27
P2 -3.03 0.65 -1.62
O6 -2.77 -0.88 -1.12
O7 -4.19 0.77 -2.49
O8 -1.65 1.17 -2.30
H11 -1.20 1.66 -1.53
H12 -2.48 -0.74 -0.17
O9 3.32 -2.89 -1.13
C9 2.51 -2.69 -2.04
O10 1.89 -1.60 -2.28
C10 2.20 -3.85 -2.99
C11 1.01 -3.60 -3.90
Ge1 1.27 -2.29 -5.35
C12 -0.42 -1.33 -5.59
C13 -0.47 -0.09 -6.23
C14 -1.68 0.59 -6.37
C15 -2.85 0.04 -5.88
C16 -2.81 -1.20 -5.25
C17 -1.61 -1.87 -5.12
C18 2.71 -0.98 -5.31
C19 3.96 -1.29 -5.84
C20 5.01 -0.38 -5.80
C21 4.81 0.88 -5.25
C22 3.57 1.21 -4.73
C23 2.53 0.29 -4.76
C24 1.65 -3.35 -6.97
C25 2.07 -4.67 -6.91
C26 2.40 -5.39 -8.05
C27 2.31 -4.78 -9.30
C28 1.90 -3.45 -9.38
C29 1.57 -2.75 -8.23
H13 2.02 -4.72 -2.35
H14 3.11 -4.08 -3.56
H15 0.18 -3.25 -3.29
H16 0.67 -4.51 -4.39
H17 0.44 0.37 -6.61
H18 -1.69 1.57 -6.84
H19 -3.78 0.59 -5.94
H20 -3.72 -1.62 -4.85
H21 -1.60 -2.83 -4.61
H22 4.13 -2.27 -6.29
H23 5.98 -0.65 -6.20
H24 5.63 1.59 -5.21
H25 3.40 2.20 -4.30
H26 1.57 0.57 -4.36
H27 2.15 -5.17 -5.94
H28 2.73 -6.42 -7.97
H29 2.57 -5.33 -10.19
H30 1.82 -2.97 -10.35
H31 1.25 -1.72 -8.32
Cl1 -3.56 2.74 4.66
C30 -3.38 1.00 4.50
Cl2 -3.92 0.23 6.03
Cl3 -4.37 0.37 3.19
C31 -1.97 0.62 4.34
N3 -0.90 0.22 4.43

Atom charges from the Mulliken analysis, given in e for atoms 1 to 4:
1. Ba 1.95
2. C -1.30
3. C 0.77
4. O -0.72

***

# 4
The following is a quantum chemistry calculation of C31H31BrN4O3Sr as an isolated structure, from OMol25.

Computed properties:
HOMO energy ... -6.20 eV
Lowest unoccupied orbital energy ... 0.12 eV
Frontier orbital gap ... 6.322 eV

Element x y z (Å)
Sr1 0.83 -0.06 0.62
Br1 -2.09 6.88 -0.91
C1 -1.35 5.34 -0.07
C2 -0.26 5.48 0.79
C3 0.29 4.36 1.37
C4 -0.20 3.05 1.13
O1 0.39 2.03 1.66
C5 -1.36 2.95 0.29
C6 -2.04 1.70 -0.02
N1 -1.65 0.51 0.23
C7 -2.49 -0.59 -0.12
C8 -3.88 -0.49 -0.16
C9 -4.67 -1.55 -0.59
C10 -4.04 -2.71 -1.01
C11 -2.67 -2.86 -0.93
C12 -1.97 -3.98 -1.54
C13 -0.67 -4.17 -1.31
C14 0.01 -3.32 -0.27
N2 -0.51 -1.96 -0.22
C15 -1.84 -1.83 -0.39
C16 -1.90 4.10 -0.28
H1 0.15 6.46 0.98
H2 1.12 4.45 2.06
H3 -2.99 1.84 -0.56
H4 -4.35 0.43 0.18
H5 -5.75 -1.46 -0.59
H6 -4.63 -3.52 -1.42
H7 -2.52 -4.62 -2.22
H8 -0.12 -4.97 -1.80
H9 1.87 -4.30 -0.69
H10 -2.78 4.01 -0.92
C17 2.39 -2.77 0.63
C18 1.53 -3.27 -0.50
C19 1.99 -2.43 -1.65
C20 3.01 -1.64 -1.27
C21 3.26 -1.86 0.16
H11 2.33 -3.15 1.64
H12 -0.12 -3.82 0.71
H13 1.56 -2.49 -2.64
H14 3.56 -0.95 -1.90
H15 4.06 -1.39 0.72
C22 -0.80 -0.68 3.55
C23 0.52 -0.10 4.02
O2 1.55 -0.51 3.11
C24 2.86 -0.20 3.55
C25 3.25 1.24 3.29
H16 -1.57 -0.48 4.30
H17 -0.73 -1.76 3.41
H18 -1.14 -0.21 2.63
H19 0.78 -0.48 5.01
H20 0.47 0.99 4.04
H21 3.53 -0.88 3.02
H22 2.94 -0.44 4.62
H23 3.21 1.46 2.22
H24 4.27 1.42 3.64
H25 2.58 1.94 3.79
N3 3.86 5.04 0.60
C26 3.41 5.18 -0.68
O3 3.72 6.11 -1.39
C27 2.54 4.07 -1.18
C28 1.61 4.34 -2.18
C29 0.79 3.32 -2.62
C30 0.93 2.06 -2.05
N4 1.84 1.78 -1.11
C31 2.62 2.78 -0.69
H26 4.36 5.82 0.98
H27 3.36 4.45 1.24
H28 1.54 5.34 -2.58
H29 0.04 3.48 -3.38
H30 0.29 1.24 -2.36
H31 3.36 2.53 0.07

Atom charges from the Mulliken analysis, given in e for atoms 1 to 4:
1. Sr 1.66
2. Br -0.21
3. C -0.37
4. C -0.66

***

# 5
The following is a quantum chemistry calculation of a 7-piece molecular cluster, C31H31Cl3N6 overall in a non-equilibrium geometry, from OMol25.

Computed properties:
HOMO energy (spin up / spin down) ... 0.18 / -4.18 eV
Lowest unoccupied orbital energy (spin up / spin down) ... 1.96 / 1.96 eV
Frontier orbital gap (spin up / spin down) ... 1.773 / 6.136 eV
Spin multiplicity ... 2
⟨S²⟩ ... 0.762
Charge ... -1

Element x y z (Å)
N1 -15.30 -3.03 -10.47
C1 -14.05 -2.78 -10.93
C2 -13.08 -3.74 -11.07
C3 -13.34 -5.03 -10.64
C4 -14.63 -5.40 -10.20
C5 -15.54 -4.28 -10.10
H1 -13.89 -1.78 -11.31
H2 -12.12 -3.41 -11.42
H3 -12.52 -5.74 -10.60
H4 -15.01 -6.37 -9.91
H5 -16.57 -4.43 -9.81
N2 -10.44 -9.86 -10.50
C6 -10.34 -8.65 -9.87
C7 -9.82 -8.63 -8.55
C8 -9.61 -9.76 -7.77
C9 -9.81 -10.97 -8.43
C10 -10.18 -10.99 -9.80
H6 -10.43 -7.75 -10.47
H7 -9.70 -7.72 -7.98
H8 -9.24 -9.65 -6.76
H9 -9.59 -11.91 -7.94
H10 -10.33 -11.85 -10.44
N3 -11.62 -0.46 -7.85
C11 -12.79 0.00 -7.43
C12 -12.92 1.03 -6.50
C13 -11.79 1.65 -5.95
C14 -10.53 1.23 -6.42
C15 -10.50 0.18 -7.41
H11 -13.58 -0.58 -7.89
H12 -13.85 1.41 -6.10
H13 -12.00 2.44 -5.24
H14 -9.62 1.75 -6.14
H15 -9.63 -0.25 -7.89
N4 -9.28 -1.52 -10.12
C16 -8.10 -1.99 -9.75
C17 -7.03 -2.01 -10.63
C18 -7.17 -1.30 -11.88
C19 -8.43 -0.92 -12.29
C20 -9.48 -1.04 -11.37
H16 -8.08 -2.41 -8.75
H17 -6.11 -2.52 -10.41
H18 -6.31 -1.27 -12.53
H19 -8.68 -0.56 -13.28
H20 -10.45 -0.74 -11.75
N5 -17.19 -5.27 -4.60
C21 -16.52 -5.15 -3.42
C22 -15.10 -4.93 -3.46
C23 -14.43 -4.95 -4.70
C24 -15.19 -5.08 -5.87
C25 -16.57 -5.23 -5.80
H21 -17.07 -5.23 -2.49
H22 -14.55 -4.81 -2.54
H23 -13.35 -4.94 -4.70
H24 -14.73 -5.12 -6.84
H25 -17.27 -5.32 -6.61
N6 -8.44 -8.45 -3.64
C26 -8.63 -9.77 -3.30
C27 -9.90 -10.34 -3.34
C28 -10.94 -9.60 -4.01
C29 -10.69 -8.32 -4.52
C30 -9.43 -7.81 -4.30
H26 -7.76 -10.28 -2.92
H27 -10.15 -11.37 -3.13
H28 -11.89 -10.08 -4.20
H29 -11.41 -7.73 -5.06
H30 -9.25 -6.77 -4.54
C31 -10.86 -3.98 -7.75
Cl1 -9.90 -4.44 -6.28
Cl2 -12.52 -3.75 -7.33
Cl3 -10.62 -5.23 -8.92
H31 -10.45 -3.02 -8.08

Atom charges from the Mulliken analysis, given in e for atoms 1 to 4:
1. N -0.65
2. C -0.17
3. C -0.43
4. C -0.03

***

# 6
The following is a quantum chemistry calculation of C31H32AsNO7PRe as an isolated structure in a non-equilibrium geometry, from OMol25.

Computed properties:
HOMO energy (spin up / spin down) ... -16.19 / -16.23 eV
Lowest unoccupied orbital energy (spin up / spin down) ... -12.90 / -12.33 eV
Frontier orbital gap (spin up / spin down) ... 3.291 / 3.901 eV
Spin multiplicity ... 2
⟨S²⟩ ... 0.798
Charge ... +3

Element x y z (Å)
Re1 0.32 -0.68 0.05
O1 -1.41 -0.12 -0.77
C1 -2.46 -0.74 -1.01
C2 -2.69 -2.12 -0.76
C3 -3.92 -2.70 -1.12
C4 -4.17 -4.01 -0.84
C5 -3.22 -4.82 -0.19
C6 -2.01 -4.29 0.17
C7 -1.70 -2.93 -0.10
O2 -0.54 -2.49 0.28
N1 -5.49 -4.59 -1.21
O3 -6.19 -3.90 -1.89
O4 -5.70 -5.69 -0.77
H1 -3.30 -0.17 -1.43
H2 -4.67 -2.09 -1.62
H3 -3.46 -5.86 0.02
H4 -1.27 -4.88 0.68
C8 2.97 0.34 -4.75
C9 3.42 0.43 -3.30
O5 2.28 0.44 -2.37
P1 1.41 -0.81 -2.04
O6 2.34 -2.06 -2.16
C10 1.82 -3.40 -1.97
C11 2.89 -4.40 -2.37
O7 0.26 -1.06 -3.09
C12 -0.46 -0.10 -3.91
C13 -0.77 -0.77 -5.23
H5 3.85 0.41 -5.38
H6 2.32 1.17 -5.00
H7 2.48 -0.61 -4.96
H8 3.93 1.37 -3.10
H9 4.06 -0.41 -3.03
H10 0.93 -3.52 -2.59
H11 1.55 -3.50 -0.91
H12 3.14 -4.28 -3.42
H13 2.52 -5.41 -2.23
H14 3.78 -4.26 -1.77
H15 0.15 0.80 -4.03
H16 -1.38 0.16 -3.38
H17 0.08 -0.73 -5.92
H18 -1.61 -0.28 -5.70
H19 -1.03 -1.81 -5.06
C14 6.39 -0.16 3.24
C15 5.56 -1.14 3.76
C16 4.24 -1.24 3.33
C17 3.77 -0.33 2.39
C18 4.60 0.65 1.86
C19 5.91 0.75 2.30
As1 1.85 -0.28 1.93
C20 1.24 1.34 2.86
C21 1.51 2.65 2.55
C22 0.94 3.68 3.31
C23 0.07 3.37 4.36
C24 -0.19 2.06 4.69
C25 0.41 1.02 3.97
C26 0.27 -0.39 4.25
C27 -0.46 -0.95 5.31
C28 -0.55 -2.32 5.44
C29 0.10 -3.16 4.54
C30 0.84 -2.63 3.48
C31 0.94 -1.26 3.35
H20 7.42 -0.10 3.56
H21 5.93 -1.83 4.51
H22 3.59 -2.01 3.74
H23 4.23 1.33 1.10
H24 6.55 1.52 1.92
H25 2.16 2.90 1.71
H26 1.14 4.71 3.06
H27 -0.39 4.17 4.92
H28 -0.86 1.83 5.51
H29 -0.96 -0.31 6.02
H30 -1.13 -2.74 6.25
H31 0.04 -4.23 4.67
H32 1.33 -3.29 2.76

Atom charges from the Mulliken analysis, given in e for atoms 1 to 4:
1. Re 0.81
2. O -0.44
3. C -0.20
4. C 0.84